The following is a quantum chemistry calculation of a single C3H7NO2 molecule in a non-equilibrium geometry, from OMol25.

Computed properties:
HOMO-LUMO gap, eV: 10.511
Relative energy (zero: lowest compared OMol25 entry of this formula, charge and spin), kcal per mole: 52.3
HOMO, eV: -9.734

Geometry as XYZ:
```
13
Properties=species:S:1:pos:R:3:forces:R:3
O -2.397 0.096 2.296 0.1 0.1 -0.2
C -1.980 -0.100 1.183 0.7 0.3 0.4
C -0.512 0.178 0.819 0.8 -0.8 -0.7
N -0.001 -0.708 -0.304 0.9 0.7 0.9
C 0.950 -0.110 -1.237 -0.8 1.5 -0.3
O 2.048 0.624 -0.613 -0.9 -1.9 1.3
H -2.631 -0.550 0.442 -0.2 -0.2 -0.7
H 0.033 -0.094 1.754 -0.2 0.8 -0.6
H -0.297 1.215 0.478 -0.5 -0.4 0.8
H 0.548 -1.437 0.155 -0.5 -0.1 -0.2
H 1.235 -0.951 -1.890 0.4 0.5 0.2
H 0.483 0.708 -1.834 -0.4 -1.0 0.1
H 2.522 1.129 -1.250 0.4 0.5 -0.9
```
Positions in Å, forces in eV/Å.